# 1
Computed, not measured: C9H11NO in the gas phase at a distorted geometry, with the ωB97M-V functional and the def2-TZVPD basis.

Atoms and positions in Å:
C -1.55958 2.12206 -0.26463
C -1.73546 0.65694 -0.76668
C -0.76202 0.27526 -1.89157
O 0.51587 0.55741 -1.41770
C 1.02969 -0.15745 -0.45529
C 2.28030 -0.31120 -0.29117
C 2.65873 -0.97555 0.86546
C 1.66864 -1.52356 1.84398
C 0.32367 -1.40501 1.62938
C 0.00688 -0.78331 0.43593
N -1.39625 -0.38817 0.33039
H -0.56043 2.17741 0.53796
H -1.38961 2.80263 -1.30589
H -2.59466 2.35918 0.26657
H -2.74177 0.29731 -0.82008
H -0.99967 -0.82962 -2.03717
H -0.74178 0.58640 -3.00987
H 2.97305 0.06951 -0.95596
H 3.54946 -1.79196 0.93941
H 2.20298 -2.07617 2.74639
H -0.62326 -1.39883 2.46995
H -2.10481 -0.26329 1.15061

Results
- HOMO level (eV) = -7.375
- calculated total energy (eV) = -13043.8431
- relative energy (zero: lowest compared OMol25 entry of this formula, charge and spin) (kJ/mol) = 504.7
- net charge = 0

# 2
Computed, not measured: a gas-phase ion, C25H53NO4P (charge +1) at a distorted geometry, with the ωB97M-V functional and the def2-TZVPD basis.

Atoms and positions in Å:
C 2.96024 -5.33414 5.70529
C 2.84305 -5.18853 4.19335
C 1.78869 -4.15551 3.80346
C 1.66302 -4.00455 2.28911
C 0.59950 -2.97767 1.90794
C 0.38743 -2.85449 0.39851
C 1.62169 -2.33931 -0.34472
C 1.29247 -1.76936 -1.72500
C 0.74924 -2.82396 -2.68667
C 0.58419 -2.30367 -4.11580
C -0.37032 -1.11658 -4.26277
C -1.78979 -1.42262 -3.78803
C -2.79273 -0.32464 -4.14408
C -2.53072 0.99398 -3.41708
C -3.65032 2.00248 -3.66968
C -3.34386 3.40279 -3.13668
C -3.16187 3.43141 -1.62021
C -2.99704 4.84791 -1.09609
O -2.82427 4.86480 0.32495
P -1.49118 4.30370 0.93358
O -0.25795 4.46819 0.15377
O -1.42116 5.01319 2.35147
O -1.88818 2.77427 1.25900
C -1.11382 1.71326 1.78868
C -0.31751 0.97422 0.70870
C 0.89643 1.76398 0.24188
N 1.81476 2.16477 1.34428
C 2.52171 0.99715 1.89451
C 2.80588 3.10526 0.78711
C 1.05738 2.87604 2.41049
C -0.16341 2.11857 2.91699
H 3.71190 -6.07667 5.95962
H 3.24511 -4.38820 6.16157
H 2.01081 -5.64795 6.13306
H 3.81016 -4.89245 3.78015
H 2.57855 -6.15315 3.75608
H 0.82343 -4.45494 4.21796
H 2.05163 -3.19001 4.24580
H 1.39940 -4.96917 1.85244
H 2.62968 -3.70707 1.87823
H -0.34709 -3.26495 2.37139
H 0.88173 -2.00316 2.32407
H 0.10772 -3.83102 0.00445
H -0.45197 -2.17716 0.21510
H 2.34377 -3.14810 -0.45792
H 2.09968 -1.55904 0.25658
H 2.20015 -1.33820 -2.15685
H 0.55783 -0.96778 -1.61468
H -0.20843 -3.19461 -2.32244
H 1.44152 -3.66830 -2.70835
H 0.22075 -3.12391 -4.73789
H 1.56390 -2.01003 -4.50102
H 0.02841 -0.25799 -3.71980
H -0.40806 -0.84309 -5.31945
H -2.11755 -2.35527 -4.25155
H -1.79812 -1.57071 -2.70589
H -2.77260 -0.15209 -5.22162
H -3.79562 -0.67185 -3.88526
H -2.45096 0.79452 -2.34533
H -1.58484 1.42043 -3.75590
H -3.81853 2.07490 -4.74565
H -4.57411 1.63710 -3.21683
H -4.16666 4.06743 -3.40605
H -2.43962 3.78463 -3.61496
H -2.26740 2.87178 -1.33946
H -4.02051 2.96828 -1.13068
H -3.88777 5.45133 -1.28082
H -2.12874 5.32436 -1.56018
H -2.27700 5.30707 2.66476
H -1.87113 1.02951 2.19357
H -0.96116 0.81019 -0.15662
H -0.03423 -0.00510 1.09583
H 0.55110 2.68458 -0.23396
H 1.46492 1.17644 -0.48163
H 1.81872 0.27772 2.30583
H 3.20248 1.31076 2.68406
H 3.09985 0.51107 1.11016
H 3.48699 3.43907 1.56763
H 3.37974 2.62015 -0.00036
H 2.29267 3.97063 0.36940
H 1.73793 3.07189 3.24162
H 0.73289 3.83191 1.99932
H -0.68866 2.76877 3.61709
H 0.12584 1.21651 3.45915

Results
- HOMO level (eV) = -12.810
- calculated total energy (eV) = -45752.6666
- relative energy (zero: lowest compared OMol25 entry of this formula, charge and spin) (kJ/mol) = 8.5
- net charge = +1

Among the records above, which one has the highest HOMO level? C9H11NO

Which of these has the lowest HOMO level? C25H53NO4P

The lowest HOMO level belongs to which entry? C25H53NO4P

relative energy (zero: lowest compared OMol25 entry of this formula, charge and spin) of number 1 (C9H11NO)? 504.7 kJ/mol